[1]
30
Properties=species:S:1:pos:R:3:forces:R:3 method="wB97M-V/def2-TZVPD" gap_ev=8.310 charge=+2 lumo_energy_ev=-8.14 homo_ev=-16.453 e_above_lowest_kj_mol=0.0
Y 0.7911 0.4442 1.9854 -1.7 -0.2 -3.5
O 0.6169 -0.2913 -0.0469 0.1 0.7 1.8
H -0.3247 -0.2855 -0.2736 0.1 -0.2 0.2
O -0.4985 1.2404 -2.6257 0.2 -0.1 0.5
H 0.2392 1.3069 -3.2452 -0.2 0.1 -0.1
H -0.2523 0.5179 -2.0324 0.2 0.0 -0.4
O -0.5798 -1.3332 2.5328 0.5 -0.3 0.7
H -1.2113 -1.7775 1.8963 0.2 0.2 -0.5
H -0.3605 -2.0131 3.1935 -0.2 0.1 -0.1
O 1.1476 2.5340 0.7885 0.3 0.1 0.4
H 0.5089 3.1184 0.3481 -0.1 -0.2 0.1
H 2.0035 2.9787 0.6862 -0.1 0.0 0.0
O 3.0242 0.3615 1.5688 0.7 0.1 0.3
H 3.4233 0.6358 0.7194 -0.2 -0.5 -0.1
H 3.7679 0.0063 2.0892 -0.1 0.0 -0.1
O 0.1013 -2.5038 -1.7170 -0.3 0.5 0.3
H 0.4262 -1.6996 -1.2735 0.1 -0.8 -0.2
H 0.3362 -3.2294 -1.1282 0.1 0.0 -0.1
O -1.3844 1.1183 1.1432 0.5 0.0 0.9
H -2.1590 0.9170 1.6881 0.0 0.2 -0.2
H -1.7677 1.3589 0.2406 -0.5 -0.2 0.2
O 3.0082 -0.6389 -1.4575 0.1 0.4 0.8
H 2.1863 -0.5655 -0.9358 0.2 0.0 -0.5
H 3.2363 0.2624 -1.7172 -0.1 -0.2 -0.3
O -2.7450 1.5109 -1.0368 0.6 -0.1 0.0
H -3.3956 0.9216 -1.4396 0.0 0.1 0.1
H -2.0438 1.6044 -1.7099 -0.3 0.2 -0.4
O -2.3295 -2.1143 0.7190 -0.5 0.3 0.4
H -2.6074 -2.3855 -0.1679 0.5 -0.2 0.0
H -3.1578 -1.9999 1.2082 0.0 -0.2 -0.2

=====

[2]
28
Properties=species:S:1:pos:R:3:forces:R:3 method="wB97M-V/def2-TZVPD" gap_ev=11.591 charge=+1 lumo_energy_ev=-2.67 homo_ev=-14.257 e_above_lowest_kj_mol=296.1
O -0.0205 0.9145 -0.1231 -0.8 -5.7 -0.9
H 0.1505 1.4615 0.6098 0.9 2.0 2.6
H 1.7033 -1.2333 -1.6140 -0.4 0.0 0.0
O 2.3993 -2.7117 1.5395 3.1 0.4 -0.2
H 2.9602 -3.5145 1.4204 -1.0 0.2 0.1
O -1.2288 -1.0964 0.9062 -2.2 2.8 -0.1
H 2.6975 2.7267 -3.0779 4.3 2.4 -1.6
H -2.1418 -0.7645 0.6700 1.0 -1.3 0.7
O 1.9947 2.3152 -2.7235 -5.0 -2.6 -0.2
H -1.0902 -1.9583 0.4780 0.0 -0.7 -0.5
H 3.1965 -2.0847 1.6227 -2.1 -0.7 0.0
O -0.4984 -3.2980 -0.0153 1.6 -4.0 -0.5
H -2.3306 1.9264 -2.4931 -0.5 0.6 -0.4
H -0.7375 -4.1963 -0.4898 0.6 2.8 1.5
O -2.0880 1.0123 -2.5049 0.8 -1.3 0.5
H -2.6320 0.4961 -3.1074 -0.2 0.6 -0.1
H 0.4013 -3.4877 0.4412 -2.1 0.6 -1.1
O 0.6509 2.3398 2.0781 1.1 1.4 0.6
H 0.6528 0.0159 -0.0922 -1.6 2.6 -1.0
H 1.3163 3.1025 2.0589 -1.5 -1.7 0.3
O -2.0686 1.7834 2.8147 0.8 0.0 -0.1
H 1.4537 2.1766 -3.5610 0.6 0.1 1.8
H 0.2627 2.2762 2.9847 0.4 0.2 -1.1
O 0.7891 -1.1962 -1.2859 1.8 -0.5 1.4
H -2.4102 2.4931 2.2743 -0.2 0.3 -0.1
H -2.7843 1.1734 2.9439 -0.6 -0.4 0.2
H -0.8594 0.2314 0.2440 2.2 0.9 -0.6
H 0.2613 -0.9034 -1.9983 -1.0 0.7 -1.4

=====

- Among the records above, which one has the highest charge?
  H19O10Y

=====

- Which of these has the lowest charge?
  H19O9

=====

- Look up the charge of the second one.
  +1

=====

Please write out number 1 again, unchanged.
30
Properties=species:S:1:pos:R:3:forces:R:3 method="wB97M-V/def2-TZVPD" gap_ev=8.310 charge=+2 lumo_energy_ev=-8.14 homo_ev=-16.453 e_above_lowest_kj_mol=0.0
Y 0.7911 0.4442 1.9854 -1.7 -0.2 -3.5
O 0.6169 -0.2913 -0.0469 0.1 0.7 1.8
H -0.3247 -0.2855 -0.2736 0.1 -0.2 0.2
O -0.4985 1.2404 -2.6257 0.2 -0.1 0.5
H 0.2392 1.3069 -3.2452 -0.2 0.1 -0.1
H -0.2523 0.5179 -2.0324 0.2 0.0 -0.4
O -0.5798 -1.3332 2.5328 0.5 -0.3 0.7
H -1.2113 -1.7775 1.8963 0.2 0.2 -0.5
H -0.3605 -2.0131 3.1935 -0.2 0.1 -0.1
O 1.1476 2.5340 0.7885 0.3 0.1 0.4
H 0.5089 3.1184 0.3481 -0.1 -0.2 0.1
H 2.0035 2.9787 0.6862 -0.1 0.0 0.0
O 3.0242 0.3615 1.5688 0.7 0.1 0.3
H 3.4233 0.6358 0.7194 -0.2 -0.5 -0.1
H 3.7679 0.0063 2.0892 -0.1 0.0 -0.1
O 0.1013 -2.5038 -1.7170 -0.3 0.5 0.3
H 0.4262 -1.6996 -1.2735 0.1 -0.8 -0.2
H 0.3362 -3.2294 -1.1282 0.1 0.0 -0.1
O -1.3844 1.1183 1.1432 0.5 0.0 0.9
H -2.1590 0.9170 1.6881 0.0 0.2 -0.2
H -1.7677 1.3589 0.2406 -0.5 -0.2 0.2
O 3.0082 -0.6389 -1.4575 0.1 0.4 0.8
H 2.1863 -0.5655 -0.9358 0.2 0.0 -0.5
H 3.2363 0.2624 -1.7172 -0.1 -0.2 -0.3
O -2.7450 1.5109 -1.0368 0.6 -0.1 0.0
H -3.3956 0.9216 -1.4396 0.0 0.1 0.1
H -2.0438 1.6044 -1.7099 -0.3 0.2 -0.4
O -2.3295 -2.1143 0.7190 -0.5 0.3 0.4
H -2.6074 -2.3855 -0.1679 0.5 -0.2 0.0
H -3.1578 -1.9999 1.2082 0.0 -0.2 -0.2